C23H38N6OPbSe as an isolated structure. Source: the Open Molecules 2025 dataset; level of theory: ωB97M-V/def2-TZVPD.

## Properties
Charge: +2
HOMO energy in eV: -13.56
Energy above the lowest of the compared OMol25 structures with the same formula, charge and spin in kcal per mole: 0.0
Frontier orbital gap in eV: 6.9

Geometry as XYZ:
```
70
C23H38N6OPbSe ωB97M-V/def2-TZVPD
Pb -0.856 0.466 -0.123
Se -2.155 1.026 -2.265
O -1.789 1.475 2.659
N -0.717 -1.761 -0.494
N -2.906 -2.340 0.071
N 1.302 0.259 -0.700
N 1.795 2.439 -1.346
N -2.066 -3.409 -1.659
N 2.754 0.862 -2.546
C -3.333 -4.092 -1.362
C -3.033 -1.469 1.212
C 2.515 3.189 -2.372
C -1.166 -4.022 -2.627
C 0.566 -2.060 -1.150
C -1.130 3.522 -3.228
C -0.516 2.738 -4.358
C 1.637 -1.159 -0.546
C 0.436 0.501 2.881
C -1.360 7.179 -2.211
C -1.816 -2.482 -0.710
C -4.042 -3.079 -0.476
C -3.386 3.080 -0.151
C 3.149 -0.401 -3.142
C 3.379 2.104 -3.016
C -2.524 3.691 -1.220
C -1.913 2.930 -2.222
C 1.081 3.097 -0.277
C -0.826 0.966 2.244
C 1.931 1.108 -1.512
C -0.969 4.899 -3.194
C -2.313 5.067 -1.227
C -1.545 5.689 -2.201
H -2.781 5.670 -0.457
H -4.115 2.390 -0.575
H 0.185 3.359 -4.913
H 1.213 2.548 0.656
H -2.102 -1.459 1.780
H 3.452 -0.199 -4.167
H 4.420 2.152 -2.690
H -0.003 1.840 -4.010
H 0.521 -1.873 -2.224
H 3.113 3.973 -1.910
H 1.505 4.090 -0.137
H 0.491 0.887 3.899
H -4.620 -3.540 0.322
H -3.139 -5.033 -0.841
H -1.810 7.612 -3.106
H 2.618 -1.396 -0.951
H -0.436 -4.683 -2.158
H -1.820 7.645 -1.343
H -3.873 -4.300 -2.282
H -0.665 -3.275 -3.234
H 3.354 2.141 -4.103
H 0.844 -3.101 -0.985
H -0.302 7.442 -2.224
H 1.292 0.815 2.285
H -0.386 5.374 -3.975
H -3.815 -1.857 1.862
H -4.692 -2.415 -1.052
H -2.799 2.526 0.592
H -1.779 -4.620 -3.296
H -1.285 2.414 -5.062
H -3.920 3.855 0.396
H 2.315 -1.095 -3.180
H 0.416 -0.592 2.895
H 1.691 -1.365 0.527
H 1.821 3.648 -3.076
H -3.329 -0.445 0.942
H 3.994 -0.862 -2.626
H 0.015 3.236 -0.502
```

***

A 2-piece molecular cluster, C9H14ClNSi overall. Source: the Open Molecules 2025 dataset; level of theory: ωB97M-V/def2-TZVPD.

## Properties
Charge: 0
HOMO energy (spin up / spin down) in eV: -7.76 / -7.76
Energy above the lowest of the compared OMol25 structures with the same formula, charge and spin in kcal per mole: 58.3
Frontier orbital gap (spin up / spin down) in eV: 8.1 / 8.1

Geometry as XYZ:
```
26
C9H14ClNSi ωB97M-V/def2-TZVPD
Cl 1.649 -2.489 0.241
Si 1.401 -0.606 -0.498
N 2.360 0.466 0.519
C 1.777 -0.523 -2.342
C -3.465 -1.653 0.532
C 2.388 1.909 0.220
C -3.622 0.637 -0.054
C -2.258 0.741 -0.184
C 2.759 0.224 1.839
C -1.507 -0.420 -0.179
C -2.073 -1.619 0.173
C -4.218 -0.496 0.438
H 1.165 0.165 -2.877
H 3.721 0.798 1.961
H -5.260 -0.306 0.561
H 3.053 -0.832 2.058
H -3.750 -2.602 0.961
H 2.281 2.015 -0.836
H -4.267 1.562 -0.153
H 1.933 0.691 2.472
H -1.397 -2.516 0.274
H 3.337 2.394 0.374
H 1.458 2.560 0.585
H 2.809 -0.298 -2.518
H -1.949 1.622 -0.729
H 1.675 -1.423 -2.837
```

***

C31H34IrN4SSb as an isolated structure. Source: the Open Molecules 2025 dataset; level of theory: ωB97M-V/def2-TZVPD.

## Properties
Charge: +2
HOMO energy in eV: -14.23
Frontier orbital gap in eV: 6.7

Geometry as XYZ:
```
72
C31H34IrN4SSb ωB97M-V/def2-TZVPD
Ir -1.032 -1.834 -0.939
Sb 0.806 -0.150 -0.421
S -2.007 -1.004 -2.795
N -0.883 -2.721 0.985
N -3.675 1.039 -2.624
N -2.316 -0.766 0.024
N -3.070 0.194 -0.591
C 1.506 3.008 -4.046
C 1.786 -0.357 2.842
C -3.317 -0.114 2.167
C -1.442 -2.196 3.248
C 0.242 0.952 1.275
C -5.985 1.384 -1.769
C 2.633 -1.162 -0.239
C 3.864 1.053 0.040
C 1.068 1.202 -2.002
C -0.162 -3.763 1.406
C 3.822 -3.258 -0.292
C 5.010 -2.565 -0.110
C 3.824 -0.448 -0.071
C -0.733 1.931 1.068
C -2.993 0.161 -1.902
C -2.403 -0.910 1.310
C 1.591 -0.752 -3.563
C 0.773 0.719 2.552
C 1.392 0.712 -3.275
C -0.657 -3.258 3.683
C 5.005 -1.183 -0.004
C 0.327 1.535 3.589
C -0.029 -4.064 2.751
C -1.546 -1.960 1.892
C 0.996 2.569 -1.748
C 1.216 3.475 -2.774
C 1.600 1.644 -4.286
C -0.620 2.528 3.382
C -1.163 2.723 2.120
C -4.623 2.002 -2.051
C 2.635 -2.549 -0.355
H 0.289 -4.384 0.644
H -0.938 3.146 4.211
H 2.768 -0.109 2.435
H -2.724 0.447 2.894
H -4.704 2.819 -2.764
H -3.986 -0.781 2.714
H 3.790 1.521 -0.944
H 0.791 2.941 -0.753
H 3.048 1.446 0.655
H -1.911 3.486 1.955
H -3.642 0.936 -3.626
H 2.445 -1.152 -3.011
H 1.778 -0.918 -4.622
H 1.707 -3.082 -0.519
H 1.164 4.537 -2.577
H 5.947 -3.103 -0.057
H 0.739 1.391 4.581
H -5.925 0.652 -0.964
H 1.902 -0.488 3.916
H -6.688 2.162 -1.475
H -3.902 0.578 1.573
H 3.825 -4.336 -0.390
H 1.677 3.706 -4.854
H -1.971 -1.569 3.950
H 1.857 1.293 -5.278
H -0.556 -3.461 4.740
H 0.559 -4.920 3.052
H -6.381 0.891 -2.657
H -1.165 2.079 0.085
H 5.941 -0.655 0.136
H -4.174 2.390 -1.138
H 1.495 -1.320 2.415
H 0.707 -1.341 -3.299
H 4.799 1.379 0.491
```

***

An isolated ion of composition C9H8NO2 and charge +1. Source: the Open Molecules 2025 dataset; level of theory: ωB97M-V/def2-TZVPD.

## Properties
Charge: +1
HOMO energy (spin up / spin down) in eV: -12.49 / -13.20
Energy above the lowest of the compared OMol25 structures with the same formula, charge and spin in kcal per mole: 82.3
Frontier orbital gap (spin up / spin down) in eV: 5.6 / 7.9

Geometry as XYZ:
```
20
C9H8NO2 ωB97M-V/def2-TZVPD
O 1.410 0.686 0.896
O -2.439 -1.130 1.119
N 1.169 -1.562 1.299
C -1.145 0.990 -2.354
C -1.220 -1.053 1.029
C -1.531 0.141 -1.300
C 0.468 0.699 -0.076
C 1.901 -0.306 1.599
C -0.632 -0.177 -0.254
C -0.279 -1.680 1.781
C -0.196 2.009 -2.047
C 0.634 1.785 -0.959
H 1.129 -1.688 0.271
H 0.175 2.602 -2.845
H -1.783 1.116 -3.168
H -0.202 -2.054 2.786
H 2.173 -0.080 2.581
H 1.324 2.515 -0.663
H 1.557 -2.356 1.740
H -2.513 -0.454 -1.437
```

***

A 2-piece molecular cluster, C35H30NO2S overall. Source: the Open Molecules 2025 dataset; level of theory: ωB97M-V/def2-TZVPD.

## Properties
Charge: +1
HOMO energy in eV: -8.84
Energy above the lowest of the compared OMol25 structures with the same formula, charge and spin in kcal per mole: 0.0
Frontier orbital gap in eV: 3.5

Geometry as XYZ:
```
69
C35H30NO2S ωB97M-V/def2-TZVPD
S -2.516 -3.067 1.201
O 0.337 5.217 0.780
O 6.577 -2.011 -3.102
N -1.833 -2.387 3.606
C 1.932 -5.334 -0.247
C -4.765 -1.399 1.716
C 2.539 2.421 -0.162
C -0.659 -5.671 0.759
C -3.552 -1.964 2.107
C 0.871 6.645 -1.105
C -0.083 6.048 -0.275
C -0.209 -3.894 2.501
C -4.955 -0.374 3.920
C -1.879 6.976 -1.572
C -0.154 2.877 0.492
C -1.394 -3.192 2.565
C 2.140 3.691 0.221
C 0.424 7.393 -2.196
C 0.784 3.924 0.492
C 3.098 -0.386 -1.431
C 5.449 -1.438 -2.612
C -0.209 -6.461 -0.302
C 1.918 0.051 -0.778
C -3.728 -0.916 4.310
C -1.457 6.232 -0.470
C 7.672 -1.140 -3.450
C 1.084 -6.294 -0.817
C 5.248 -0.034 -2.559
C -1.128 -2.270 4.876
C -5.466 -0.608 2.634
C -0.943 7.557 -2.433
C 4.437 -2.318 -2.136
C 0.252 1.627 0.077
C 4.082 0.472 -2.016
C 3.303 -1.801 -1.566
C 0.190 -4.708 1.357
C 1.497 -4.569 0.834
C 1.598 1.360 -0.317
C -3.035 -1.709 3.385
H 8.011 -0.572 -2.574
H -0.468 0.810 0.043
H -2.159 5.763 0.221
H -0.874 -7.210 -0.736
H 2.154 -3.821 1.288
H 6.012 0.645 -2.951
H 0.477 -3.844 3.348
H -5.521 0.234 4.622
H -5.123 -1.599 0.710
H -0.186 -2.817 4.840
H 2.523 -2.471 -1.199
H 3.599 2.245 -0.329
H -2.947 7.096 -1.748
H 1.148 -0.712 -0.627
H 2.939 -5.183 -0.639
H 7.383 -0.446 -4.249
H -6.421 -0.176 2.345
H 2.857 4.511 0.303
H -1.282 8.145 -3.287
H 8.457 -1.809 -3.795
H -1.184 3.081 0.786
H -1.666 -5.814 1.161
H -0.925 -1.213 5.098
H 4.598 -3.393 -2.228
H 1.431 -6.906 -1.652
H 3.926 1.547 -2.065
H -1.744 -2.661 5.698
H 1.932 6.496 -0.893
H -3.306 -0.754 5.304
H 1.163 7.843 -2.859
```

***

C60H84N3O3PS3SeSr as an isolated structure. Source: the Open Molecules 2025 dataset; level of theory: ωB97M-V/def2-TZVPD.

## Properties
Charge: -2
HOMO energy in eV: -0.37
Energy above the lowest of the compared OMol25 structures with the same formula, charge and spin in kcal per mole: 106.1
Frontier orbital gap in eV: 3.7

Geometry as XYZ:
```
156
C60H84N3O3PS3SeSr ωB97M-V/def2-TZVPD
Sr 0.274 -0.311 0.765
Se -0.459 -1.515 -2.030
S 1.882 1.368 -1.374
S 0.177 1.766 2.899
S 1.844 -1.074 3.343
P -1.226 3.433 0.330
O 2.542 -0.050 -1.580
O -2.302 0.926 -1.447
O -0.887 -2.088 0.928
N 1.675 -0.460 6.016
N 2.477 -0.957 -0.253
N 0.340 1.982 5.639
C -1.217 -6.642 -3.647
C -1.753 -4.472 2.333
C 0.677 -2.530 6.965
C 2.455 1.927 -2.922
C -3.499 3.533 6.919
C -2.190 -1.075 -2.733
C -2.298 -5.829 2.789
C 3.168 -2.944 0.659
C 2.973 2.274 -0.288
C -1.531 -4.400 0.821
C -1.038 4.736 7.324
C -0.359 4.769 1.288
C 0.809 -3.359 8.073
C -5.108 -1.827 -6.436
C -1.684 -5.512 0.004
C -0.648 -7.904 -1.596
C -1.712 -2.890 7.044
C -4.035 -1.745 -4.163
C -4.629 2.653 -2.412
C 3.294 -2.101 -0.614
C -3.359 4.489 7.927
C -0.919 -3.176 -1.168
C -1.569 -3.729 8.147
C -2.863 0.075 -2.225
C -5.142 1.260 -2.017
C -0.010 3.364 5.448
C 0.658 1.136 4.487
C 4.777 2.322 1.258
C 4.461 3.633 1.567
C 4.774 -1.758 -0.860
C -5.136 1.089 -0.488
C -2.740 -1.918 -3.693
C -4.248 0.187 -2.646
C -6.597 1.161 -2.471
C -4.690 -2.649 -5.208
C -3.029 -7.325 -2.095
C 1.199 1.773 6.772
C -0.301 -3.967 8.658
C -2.414 3.184 6.130
C -1.045 -4.327 -1.941
C -4.755 -0.688 -3.593
C -1.432 -5.528 -1.375
C 2.773 -2.907 -1.811
C -2.765 -3.400 2.766
C 1.178 0.309 7.127
C -5.940 -3.321 -4.618
C -1.112 -3.171 0.232
C -0.871 4.040 -1.388
C -2.911 4.141 0.532
C 1.875 -1.854 6.318
C -0.600 -2.305 6.452
C -3.741 -3.753 -5.672
C 3.398 4.268 0.942
C -1.578 -6.828 -2.173
C 2.628 3.577 0.020
C -1.169 3.788 6.322
C 1.289 -0.040 4.673
C -2.126 5.090 8.127
C 4.028 1.620 0.319
C -0.412 -4.239 3.048
H -4.205 4.753 8.552
H 2.098 -2.355 5.377
H -1.862 -5.905 -4.130
H 0.847 4.037 5.638
H 4.195 0.571 0.122
H -3.444 -4.395 -4.839
H 2.773 -2.310 -2.728
H 0.646 4.460 1.577
H -2.905 5.215 0.316
H -1.337 -7.594 -4.175
H -7.183 1.913 -1.933
H 2.132 -3.265 0.816
H 3.404 -3.789 -1.976
H 0.209 4.080 -1.558
H 2.744 -1.975 6.979
H -4.459 3.055 6.756
H 3.795 -3.835 0.564
H -6.684 -2.579 -4.316
H -0.550 -4.284 4.134
H -0.174 -4.616 9.518
H -2.439 -4.187 8.603
H 0.835 2.365 7.617
H -0.706 -1.654 5.587
H -3.258 -6.067 2.317
H -0.071 5.205 7.480
H 1.810 0.107 8.003
H -0.872 -8.104 -0.545
H -3.590 2.766 -2.111
H -5.674 -3.904 -3.732
H -5.229 3.439 -1.936
H -0.903 4.916 2.225
H -2.133 -2.740 -4.051
H -3.628 3.644 -0.116
H 5.346 -2.663 -1.087
H -3.219 3.982 1.568
H -0.823 -4.255 -2.997
H 1.764 4.053 -0.426
H -5.572 -2.468 -7.195
H -3.147 -8.264 -2.649
H 5.023 4.156 2.330
H -0.181 -6.315 -3.769
H -2.698 -2.690 6.643
H -1.997 -6.439 0.465
H -3.709 -6.582 -2.522
H 0.394 -7.579 -1.656
H -0.285 3.481 4.400
H 5.576 1.811 1.781
H -5.825 -1.047 -6.164
H 2.267 2.998 -3.019
H -3.335 -7.499 -1.060
H 0.022 -3.265 2.815
H -4.692 2.781 -3.498
H 3.514 1.682 -2.908
H -2.401 -2.398 2.541
H -0.754 -8.843 -2.153
H -5.736 1.876 -0.015
H -4.236 -1.336 -6.878
H -2.504 2.426 5.356
H -2.940 -3.479 3.843
H -5.788 -0.559 -3.902
H 1.800 -3.525 8.488
H 3.468 -2.378 1.544
H 2.240 2.082 6.554
H -1.287 3.320 -2.098
H -6.407 -3.991 -5.351
H -1.597 -6.645 2.585
H 1.897 1.357 -3.664
H -2.002 5.828 8.912
H -6.710 1.354 -3.543
H -2.832 -3.340 -6.120
H -4.239 -4.378 -6.421
H 0.144 0.053 7.406
H -3.721 -3.545 2.250
H 1.751 -3.248 -1.630
H -0.343 5.717 0.732
H 0.306 -5.018 2.763
H -1.278 5.039 -1.575
H 5.217 -1.298 0.030
H -7.024 0.178 -2.250
H -2.452 -5.793 3.872
H 3.126 5.282 1.205
H 4.884 -1.071 -1.705
H -4.121 1.120 -0.094
H -5.575 0.121 -0.221
```

***

C33H19N6O7Ti as an isolated structure. Source: the Open Molecules 2025 dataset; level of theory: ωB97M-V/def2-TZVPD.

## Properties
Charge: -1
2S+1: 3
HOMO energy (spin up / spin down) in eV: -3.72 / -6.04
Energy above the lowest of the compared OMol25 structures with the same formula, charge and spin in kcal per mole: 18.7
Frontier orbital gap (spin up / spin down) in eV: 5.0 / 6.9

Geometry as XYZ:
```
66
C33H19N6O7Ti ωB97M-V/def2-TZVPD
Ti 1.591 -0.208 -0.523
O 3.528 -0.334 -0.024
O 6.372 3.480 0.606
O 3.718 -6.164 -3.259
O 2.076 1.716 -0.604
O 3.673 4.333 -0.277
O 3.269 -5.021 -5.178
O 6.357 0.531 0.857
N 1.867 -1.880 -1.619
N -0.137 0.379 0.332
N -3.962 2.738 2.837
N 0.840 0.229 -2.454
N 1.553 -1.824 0.892
N -5.054 1.129 1.732
C 5.446 2.761 0.377
C 2.824 -4.053 -1.724
C -7.385 3.560 4.057
C 2.839 -3.994 -3.112
C 1.366 -1.657 2.210
C 2.187 -2.924 0.459
C 1.302 -0.550 -3.447
C -1.375 1.900 1.745
C -3.840 1.725 2.008
C 3.316 1.940 -0.235
C 3.339 -5.192 -3.943
C 2.367 -2.847 -3.733
C -6.026 1.815 2.439
C 1.198 -0.175 -4.780
C -2.526 0.151 0.556
C 0.240 1.396 -2.764
C 4.041 3.200 -0.092
C -2.602 1.258 1.433
C 5.439 1.220 0.491
C -0.210 1.447 1.218
C 1.804 -2.571 3.139
C 4.085 0.847 0.075
C 2.324 -2.994 -1.002
C -8.074 2.553 3.366
C -7.403 1.660 2.541
C -1.334 -0.250 0.047
C 0.577 1.015 -5.088
C -5.320 2.813 3.120
C 2.474 -3.704 2.691
C 1.888 -1.806 -2.967
C 2.664 -3.886 1.338
C 0.077 1.811 -4.062
C -6.010 3.701 3.942
H 0.725 1.936 1.445
H -0.091 1.993 -1.927
H -1.273 -1.091 -0.627
H 2.376 -2.826 -4.815
H 3.187 -4.962 -1.263
H 1.600 -0.821 -5.548
H -1.373 2.751 2.413
H 1.628 -2.393 4.191
H 2.844 -4.437 3.397
H -0.414 2.753 -4.265
H 0.484 1.329 -6.121
H 0.844 -0.757 2.506
H -7.941 4.241 4.692
H -7.933 0.880 2.006
H -3.408 -0.407 0.261
H -9.149 2.470 3.477
H 3.186 -4.751 0.954
H -5.474 4.478 4.474
H -5.202 0.343 1.129
```

***

> Which value of charge does entry 6 give?

-2

***

> Which value of charge does entry 1 give?

+2

***

> The lowest charge belongs to which entry?

C60H84N3O3PS3SeSr